Entry 1:
8
Properties=species:S:1:pos:R:3 method="wB97M-V/def2-TZVPD" e_tot_ev=-8714.93995 largest_force_ev_per_a=2.9 de_lowest_kj_mol=195.5 smiles="N=C=O.OO" gap_ev=10.687 e_lumo_ev=0.658
C -0.25 -1.22 -0.48
N -1.18 -1.24 0.27
O 0.63 -1.08 -1.21
O 0.10 1.45 0.58
O 1.36 1.44 -0.09
H 0.10 0.67 1.07
H -1.90 -1.80 0.80
H 1.14 1.78 -0.94

---

Entry 2:
9
Properties=species:S:1:pos:R:3 method="wB97M-V/def2-TZVPD" e_tot_ev=-18005.94972 largest_force_ev_per_a=4.6 charge=-1 de_lowest_kj_mol=444.9 gap_ev="6.989 / 8.098" e_lumo_ev="4.517 / 3.875"
C -0.17 0.43 0.08
N 3.18 -1.34 -0.45
O 2.00 1.41 1.47
O 4.38 -1.38 -0.37
O 2.52 0.74 -0.94
P 1.55 1.33 0.04
H -1.09 0.91 -0.46
H -0.30 0.33 1.12
H -0.33 -0.61 -0.18

---

Entry 3:
9
Properties=species:S:1:pos:R:3 method="wB97M-V/def2-TZVPD" e_tot_ev=-10762.85862 largest_force_ev_per_a=2.7 de_lowest_kj_mol=63.3 smiles="O=CO.O=NO" gap_ev=10.798 e_lumo_ev=0.605
C -0.21 1.18 -1.35
N 0.17 -0.87 2.10
O 0.77 -1.65 2.74
O -0.47 -1.46 1.02
O -1.08 0.57 -0.77
O 1.00 0.78 -1.54
H -0.28 2.16 -1.65
H -0.89 -0.71 0.41
H 0.97 0.00 -0.97

---

Entry 4:
10
Properties=species:S:1:pos:R:3 method="wB97M-V/def2-TZVPD" e_tot_ev=-21596.58436 largest_force_ev_per_a=4.3 charge=-2 de_lowest_kj_mol=86.3 gap_ev="4.972 / 4.872" e_lumo_ev="6.614 / 6.622"
C -0.99 -0.52 0.15
N 0.37 1.82 -0.35
O 0.35 2.97 0.30
O -0.77 -2.25 -1.84
O 0.56 -2.71 0.20
O -1.92 -3.03 0.21
S -0.75 -2.27 -0.37
H -0.15 0.13 0.02
H -1.38 -0.15 1.10
H -1.80 -0.38 -0.74

---

Entry 5:
10
Properties=species:S:1:pos:R:3 method="wB97M-V/def2-TZVPD" e_tot_ev=-12810.79284 largest_force_ev_per_a=2.0 de_lowest_kj_mol=20.8 smiles="O=C(O)O.O=NO" gap_ev=10.609 e_lumo_ev=0.250
C 0.71 0.27 -0.50
N -1.26 -0.36 0.63
O -1.87 -0.05 1.57
O -1.05 -1.73 0.48
O 1.37 0.13 0.62
O 0.68 -0.65 -1.26
O 0.29 1.52 -0.73
H 1.19 0.99 1.05
H -0.32 -1.78 -0.19
H 0.24 1.66 -1.66

---

Entry 6:
9
Properties=species:S:1:pos:R:3 method="wB97M-V/def2-TZVPD" e_tot_ev=-34034.37769 largest_force_ev_per_a=3.6 de_lowest_kj_mol=208.1 gap_ev=7.676 e_lumo_ev=-0.826
C 0.89 -1.80 0.23
N 0.32 -1.23 1.38
O -0.34 0.45 -0.23
P -0.55 0.05 1.39
P -0.35 2.05 -0.86
S 2.05 -1.03 -0.65
H 0.52 -2.76 -0.14
H -1.05 2.55 0.27
H -1.49 1.72 -1.39

---

Entry 7:
9
Properties=species:S:1:pos:R:3 method="wB97M-V/def2-TZVPD" e_tot_ev=-34034.90056 largest_force_ev_per_a=3.7 de_lowest_kj_mol=157.7 smiles="PO/P=N/C=S" gap_ev=7.257 e_lumo_ev=-1.228
C -1.78 -0.30 0.68
N -0.53 -0.03 0.43
O 1.40 1.28 -0.45
P -0.05 1.52 0.09
P 2.30 -0.17 -0.89
S -3.03 0.58 -0.01
H -1.92 -1.07 1.37
H 1.37 -1.08 -1.56
H 2.25 -0.73 0.33

---

Entry 8:
7
Properties=species:S:1:pos:R:3 method="wB97M-V/def2-TZVPD" e_tot_ev=-15453.75254 largest_force_ev_per_a=3.7 de_lowest_kj_mol=487.9 gap_ev=7.730 e_lumo_ev=-0.663
C 1.32 -0.05 0.27
N -2.22 -1.08 0.01
O 0.60 0.74 -0.29
S -1.72 0.32 0.21
H 2.02 -0.68 -0.31
H 1.82 0.08 1.23
H -1.82 0.68 -1.10